1.
Below is a structure of composition C50H66N4P2SSiTi at a distorted geometry, with properties calculated with wB97M-V/def2-TZVPD.

Output
2S+1 = 3
Charge = 0
<S²> = 2.02
ΔE to the lowest compared entry with this formula, charge and spin = 0.000 eV
LUMO level (spin up / spin down) = 0.4 / -0.4 eV
HOMO level (spin up / spin down) = -5.80 / -6.89 eV

```
125
Properties=species:S:1:pos:R:3:forces:R:3:mulliken_spin:R:1
Ti -0.05196 0.29758 0.57461 1.0 -0.7 -0.4 0.858
N -1.39674 0.01923 4.74604 0.1 -0.1 0.0 0.017
C -1.07970 0.43974 3.47592 0.0 0.0 0.1 0.087
S 0.59699 0.27034 2.95842 -0.3 -0.1 -0.1 -0.041
N -2.04258 0.91882 2.75503 0.4 0.0 -0.4 -0.028
N -1.57664 1.22234 1.46420 -0.9 0.6 0.8 0.171
C -2.06751 2.32848 0.90217 -0.1 0.0 0.1 0.225
C -3.25950 3.02817 1.44337 0.1 0.0 -0.1 -0.087
C -4.43572 2.31912 1.68120 -0.1 0.0 0.0 0.003
C -5.55839 2.96139 2.17728 0.0 0.0 0.0 -0.011
C -5.51990 4.32277 2.45750 0.0 0.0 0.0 0.017
C -4.34828 5.03346 2.24242 0.0 -0.1 0.0 -0.009
C -3.22513 4.38732 1.73953 0.0 0.1 0.0 0.054
C -1.29044 2.83265 -0.17286 0.1 0.0 0.0 0.247
C -1.66700 3.94962 -0.95941 -0.1 -0.1 0.2 -0.001
C -0.81411 4.45234 -1.88920 0.2 0.1 -0.2 0.110
C 0.45356 3.84491 -2.06528 -0.1 0.2 -0.1 0.091
C 0.73984 2.73679 -1.32920 -0.2 -0.3 0.2 0.041
N -0.08770 2.17810 -0.41173 -0.3 0.7 -0.2 0.077
H -0.63367 -0.05432 5.39599 0.0 0.0 0.0 -0.001
H -2.26651 0.37279 5.11106 0.0 0.0 0.0 0.001
H -4.45664 1.25204 1.49841 0.0 0.0 0.0 -0.001
H -6.46392 2.39549 2.35458 0.0 0.0 0.0 0.000
H -6.39640 4.82367 2.84904 0.0 0.0 0.0 0.001
H -4.30215 6.09041 2.47332 0.0 0.0 0.0 0.000
H -2.30434 4.93948 1.59170 0.0 0.0 0.0 0.010
H -2.64112 4.39305 -0.80423 0.0 0.0 0.0 0.009
H -1.10274 5.30937 -2.48531 0.0 0.0 0.0 0.009
H 1.18294 4.22917 -2.76554 0.0 0.0 0.0 0.004
H 1.68670 2.24202 -1.46465 0.0 -0.1 0.0 -0.039
C -0.12004 -3.15300 2.40274 -0.1 -0.1 0.2 0.003
Si 0.37936 -2.24995 0.81624 -0.1 -0.3 -0.1 -0.026
C 2.23105 -2.66629 0.65638 0.2 0.0 0.0 -0.012
C 2.75101 -3.87543 1.14110 0.0 0.1 0.0 0.003
C 4.08890 -4.20115 1.00512 0.0 0.1 0.0 0.000
C 4.95749 -3.30758 0.38610 -0.1 0.0 0.0 0.001
C 4.47532 -2.09624 -0.07689 0.0 0.0 0.0 -0.006
C 3.12013 -1.76437 0.05342 0.0 -0.1 0.1 -0.010
P 2.45631 -0.14815 -0.51927 0.0 0.0 0.3 0.147
C 3.81910 1.02751 -0.00306 0.0 0.1 -0.1 -0.039
C 3.49663 1.59360 1.38646 0.0 0.0 0.0 0.050
C 4.63253 2.49665 1.86138 0.0 0.0 0.0 0.001
C 4.85899 3.69683 0.91330 0.0 0.0 0.0 0.001
C 4.06405 3.55939 -0.38558 0.0 0.0 0.0 0.005
C 4.21082 2.16526 -0.99701 0.0 -0.1 0.2 0.002
C 2.56266 -0.28848 -2.35987 0.1 -0.1 -0.2 -0.027
C 3.91598 -0.68613 -2.95530 0.0 0.0 0.0 0.000
C 3.85008 -0.67113 -4.48403 0.0 0.0 0.0 0.001
C 2.75528 -1.60307 -5.00060 0.0 0.0 0.0 0.000
C 1.40255 -1.26990 -4.37340 0.0 0.0 0.0 0.000
C 1.48790 -1.26180 -2.85040 0.1 -0.1 0.0 0.003
C -0.42009 -3.29641 -0.58348 -0.1 -0.1 -0.1 0.010
C -0.10708 -4.65059 -0.77502 0.0 0.1 0.0 0.003
C -0.65763 -5.39321 -1.80672 0.0 0.0 0.0 0.000
C -1.54516 -4.79144 -2.69231 0.0 0.0 0.0 0.001
C -1.88424 -3.46042 -2.51954 0.0 0.0 0.0 0.003
C -1.34250 -2.71401 -1.46593 0.0 -0.1 0.0 -0.026
P -1.81006 -0.96025 -1.19672 0.1 -0.1 0.0 0.076
C -2.10949 -0.36329 -2.93706 -0.1 0.0 -0.1 -0.037
C -1.74582 1.12546 -3.06416 0.0 0.0 0.0 0.013
C -2.18837 1.74040 -4.40349 0.0 0.0 0.0 0.000
C -2.22707 0.67703 -5.49502 0.0 0.0 0.1 0.001
C -3.28509 -0.38349 -5.15197 0.0 0.0 0.0 -0.001
C -3.46437 -0.56083 -3.63137 0.0 0.0 -0.1 -0.002
C -3.42123 -1.02889 -0.27691 0.0 0.0 0.0 -0.016
C -4.62285 -1.72851 -0.94012 0.0 -0.1 0.1 0.002
C -5.64585 -2.12166 0.12554 0.0 0.1 0.0 0.001
C -5.09809 -3.24466 1.01457 0.0 0.0 0.0 0.000
C -3.57959 -3.09523 1.21800 -0.1 0.0 0.0 -0.001
C -3.16308 -1.62826 1.13343 -0.1 0.0 0.0 0.016
H -0.37360 -4.20165 2.21332 0.0 0.0 0.0 -0.001
H -0.97654 -2.67847 2.88821 0.0 -0.1 0.0 0.001
H 0.70826 -3.11211 3.11544 -0.1 0.0 0.0 0.000
H 2.09273 -4.56928 1.65487 0.0 0.0 0.0 0.000
H 4.46110 -5.14274 1.39043 0.0 0.0 0.0 0.000
H 6.00749 -3.54991 0.27861 0.0 0.0 0.0 0.000
H 5.17129 -1.40576 -0.53678 0.0 0.0 0.0 0.000
H 4.68986 0.38948 0.13898 0.1 0.0 -0.1 -0.002
H 3.35479 0.77127 2.09104 0.0 0.0 0.0 0.002
H 2.55050 2.14245 1.37274 0.0 0.0 0.0 0.004
H 5.54247 1.89183 1.92180 0.0 0.0 0.0 0.000
H 4.42917 2.84413 2.87482 0.0 0.0 0.0 0.000
H 5.92188 3.78615 0.67419 0.0 0.0 0.0 0.000
H 4.57923 4.62887 1.40799 0.0 0.0 0.0 0.000
H 4.39457 4.31100 -1.10576 0.0 0.0 0.0 0.000
H 3.00941 3.76867 -0.19332 0.0 0.0 0.0 -0.004
H 5.25553 2.02840 -1.29222 0.0 0.0 0.0 -0.001
H 3.64628 2.11550 -1.92705 0.0 0.0 -0.1 -0.002
H 2.30319 0.69896 -2.75592 0.0 0.1 0.0 0.006
H 4.16827 -1.69692 -2.62414 0.0 0.0 0.0 0.000
H 4.71368 -0.02601 -2.60719 0.0 0.0 0.0 0.000
H 4.81853 -0.95892 -4.89899 0.0 0.0 0.0 0.000
H 3.65222 0.35144 -4.82736 0.0 0.0 0.0 0.000
H 3.01832 -2.63679 -4.74832 0.0 0.0 0.0 0.000
H 2.69394 -1.55009 -6.08962 0.0 0.0 0.0 0.000
H 0.64334 -1.98512 -4.70191 0.0 0.0 0.0 0.000
H 1.07838 -0.27836 -4.71633 0.0 0.0 0.0 0.000
H 1.72612 -2.26958 -2.48897 0.0 0.0 0.0 0.005
H 0.52814 -0.99856 -2.41069 -0.1 0.0 0.0 0.018
H 0.60155 -5.13497 -0.10988 0.0 0.0 0.0 0.000
H -0.38873 -6.43549 -1.93200 0.0 0.0 0.0 0.000
H -1.96939 -5.35571 -3.51384 0.0 0.0 0.0 0.000
H -2.56700 -3.00524 -3.22416 0.0 0.0 0.0 0.000
H -1.37249 -0.94841 -3.49736 0.0 0.0 0.0 -0.002
H -0.66921 1.24323 -2.93843 0.0 0.0 0.0 0.007
H -2.21871 1.66946 -2.24657 0.0 0.1 0.0 0.006
H -1.51660 2.55892 -4.66904 0.0 0.0 0.0 0.005
H -3.18519 2.18260 -4.30329 0.0 0.0 0.0 0.003
H -1.24023 0.20947 -5.57023 0.0 0.0 0.0 0.000
H -2.43201 1.11773 -6.47183 0.0 0.0 0.0 0.000
H -3.00305 -1.34343 -5.59380 0.0 0.0 0.0 0.000
H -4.24618 -0.10858 -5.59394 0.0 0.0 0.0 0.000
H -3.91881 -1.52750 -3.43440 0.0 0.0 0.0 0.000
H -4.16404 0.18756 -3.24719 0.0 0.0 0.0 -0.001
H -3.66655 0.03101 -0.15398 0.0 0.0 0.0 0.012
H -4.30274 -2.63148 -1.47123 0.0 0.0 0.0 0.000
H -5.08477 -1.07143 -1.67315 0.0 0.0 0.0 0.000
H -6.58634 -2.42072 -0.34082 0.0 0.0 0.0 0.000
H -5.87187 -1.23780 0.73263 0.0 0.0 0.0 0.000
H -5.30842 -4.21067 0.54857 0.0 0.0 0.0 0.000
H -5.61685 -3.24256 1.97605 0.0 0.0 0.0 0.000
H -3.04268 -3.67354 0.46189 0.0 0.0 0.0 0.000
H -3.27558 -3.50341 2.18329 0.0 0.0 0.0 0.000
H -2.11751 -1.51879 1.42627 0.0 0.0 0.0 -0.006
H -3.71511 -1.04660 1.87583 0.0 0.0 0.0 -0.001
```
Forces are in eV/Å.


2.
Below is a structure of composition C17H22BBrMnO3Si at a distorted geometry, with properties calculated with wB97M-V/def2-TZVPD.

Output
2S+1 = 6
Charge = +2
<S²> = 9.24
LUMO level (spin up / spin down) = -8.3 / -10.4 eV
HOMO level (spin up / spin down) = -14.64 / -14.55 eV

```
46
Properties=species:S:1:pos:R:3:forces:R:3:mulliken_spin:R:1
C 1.98813 -4.95319 1.34070 0.4 1.0 -0.9 -0.002
B 2.22211 -3.84275 0.22608 -1.0 -1.3 1.4 0.001
O 3.26296 -3.88487 -0.62514 0.7 1.2 -0.2 0.001
C 1.13498 -2.66080 0.14147 0.1 -0.8 0.0 0.121
C -0.19882 -2.84086 0.46861 1.1 -0.2 -0.3 0.166
C -1.17230 -1.81618 0.31540 -0.7 -0.4 0.1 0.077
C -2.57930 -2.12737 0.69142 0.7 -0.2 0.3 0.015
C -3.58120 -2.25833 -0.48893 -0.3 -0.1 0.0 0.070
C -3.88340 -3.71092 -0.80449 -0.1 0.1 -0.2 0.006
Br -5.23804 -1.35940 0.00656 0.1 0.0 -0.1 0.009
C -0.71175 -0.55125 -0.12289 1.0 0.8 -0.3 0.217
C 0.63104 -0.35944 -0.39332 -1.0 0.5 0.0 0.139
C 1.56570 -1.40125 -0.29465 -0.5 -0.3 -0.2 0.086
C 1.12295 0.97691 -0.85393 -0.6 0.3 0.4 0.048
O 2.08485 1.06401 -1.56254 0.7 -0.1 -0.2 0.026
C 0.35568 2.15963 -0.39327 -0.5 0.4 0.1 0.019
Si 1.21449 3.84215 -0.30187 0.6 0.0 0.2 0.034
C 2.10345 4.31388 -1.84317 -0.1 0.2 -0.1 0.002
C -0.10156 5.18917 0.06618 0.2 -0.2 0.3 0.077
C 2.36354 3.81826 1.18336 -0.3 0.1 -0.3 -0.017
C -0.93933 1.96502 -0.11200 0.3 0.0 -0.1 -0.011
C -1.59335 0.64233 -0.30269 0.4 0.2 0.0 0.009
O -2.73095 0.56296 -0.66242 -0.7 -0.1 0.0 0.013
H 1.02100 -5.43313 1.21376 -0.1 -0.2 0.1 0.000
H 1.98141 -4.44954 2.30638 0.0 -0.1 0.3 -0.001
H 2.79409 -5.67561 1.29353 -0.1 -0.3 0.2 0.000
H 4.09109 -3.50049 -0.29453 0.0 -0.5 -0.4 0.000
H -0.54817 -3.79514 0.83457 0.1 -0.1 0.0 0.005
H -2.56244 -3.08127 1.21005 -0.1 -0.1 0.1 0.001
H -2.91797 -1.39621 1.42094 -0.1 0.4 -0.1 0.022
H -3.19188 -1.76972 -1.37043 -0.2 0.3 -0.1 -0.009
H -4.78063 -3.76826 -1.41145 -0.1 0.0 -0.1 0.003
H -3.08119 -4.15475 -1.38979 0.2 -0.1 0.1 0.001
H -4.06639 -4.29080 0.09339 0.0 -0.1 0.1 0.000
H 2.58640 -1.20960 -0.58704 0.2 0.0 -0.1 -0.032
H 1.47204 4.33442 -2.72718 -0.1 0.0 -0.1 0.000
H 2.50791 5.31748 -1.71097 0.1 0.1 0.0 0.000
H 2.93897 3.65083 -2.04433 0.1 -0.2 0.0 0.001
H -0.84351 5.30664 -0.71542 -0.2 0.2 0.0 0.001
H 0.42103 6.13502 0.24214 0.1 0.2 -0.2 0.000
H -0.63340 4.87627 0.98925 -0.3 -1.1 -0.8 -0.101
H 3.37759 3.59326 0.86657 0.2 -0.1 0.0 -0.002
H 2.39088 4.80687 1.64163 0.1 0.1 0.1 -0.003
H 2.06967 3.08710 1.93056 0.0 -0.1 0.2 0.002
H -1.61236 2.76859 0.14915 -0.2 0.1 0.0 -0.004
Mn -0.73402 5.88031 2.38074 0.0 0.8 0.6 4.010
```
Forces are in eV/Å.


3.
Below is a structure of composition C2H12F6LiNO10S2 at a distorted geometry, with properties calculated with wB97M-V/def2-TZVPD.

Output
Charge = 0
ΔE to the lowest compared entry with this formula, charge and spin = 0.000 eV
LUMO level = -0.5 eV
HOMO level = -10.61 eV

```
34
Properties=species:S:1:pos:R:3:forces:R:3:lowdin_charge:R:1
Li -0.16470 -0.30056 0.29294 0.3 -0.9 0.1 0.631
C -0.90456 2.60541 1.49671 0.1 0.2 -0.1 -0.657
F 0.41690 2.51603 1.64742 -0.3 0.1 0.1 0.131
F -1.48627 1.67909 2.28146 0.2 0.1 0.2 0.112
F -1.30867 3.80815 1.87408 0.0 -0.2 0.2 0.163
S -1.43016 2.32765 -0.26359 0.1 -0.8 0.1 0.600
O -2.64192 1.58401 -0.17369 -0.5 -0.5 0.2 -0.275
O -1.46085 3.62501 -0.83318 0.5 0.3 -0.3 -0.232
N -0.27857 1.27737 -0.81214 -0.6 1.6 -0.1 -0.384
S 0.75187 2.09047 -1.78793 0.2 0.3 0.6 0.589
O 0.10648 2.48296 -2.98074 -0.3 0.3 -1.0 -0.232
O 1.58258 3.00806 -1.07590 0.2 0.0 0.2 -0.253
C 1.86435 0.74499 -2.27421 -0.6 -1.3 0.3 -0.682
F 2.89034 1.23150 -2.90908 0.6 0.3 -0.4 0.190
F 2.31289 0.07117 -1.18345 0.0 0.1 -0.2 0.097
F 1.21842 -0.13075 -3.05883 0.3 0.2 0.2 0.140
O -1.77068 -1.01128 1.25387 0.3 -0.1 0.5 -0.083
H -2.60851 -1.38952 0.96726 0.1 0.1 -0.2 0.084
H -1.94062 -0.63372 2.12813 -0.1 0.1 -0.2 0.069
O -0.08290 -2.02906 -0.97672 -0.3 0.5 -0.2 -0.096
H -0.65787 -1.70928 -1.71006 0.1 -0.2 0.2 0.018
H 0.18440 -2.92081 -1.21639 0.2 0.0 0.2 0.066
O -0.21566 -3.17487 2.87438 0.0 0.1 0.1 -0.051
H -0.98478 -3.67738 3.16103 0.0 0.0 0.0 0.038
H -0.56315 -2.50014 2.27947 -0.1 -0.2 -0.1 -0.015
O -1.97820 -0.59608 -2.47795 0.3 -0.3 0.3 -0.049
H -2.83067 -0.77325 -2.06539 0.0 0.2 -0.1 0.059
H -1.56502 0.08376 -1.91597 -0.2 0.2 -0.3 -0.014
O 2.51558 -2.99655 1.04580 0.1 0.1 -0.1 -0.055
H 2.05962 -2.16199 0.87375 0.1 -0.1 -0.1 -0.018
H 3.39458 -2.88084 0.66935 -0.1 0.0 0.0 0.040
O 1.51500 -0.13567 1.45501 0.0 -0.3 0.1 -0.082
H 2.27464 0.33423 1.08660 -0.2 0.1 0.0 0.067
H 1.78610 -0.44813 2.32797 -0.1 0.0 -0.1 0.085
```
Forces are in eV/Å.


The records above yield molecular weight values of 893.1; 448.1; 395.2 g mol⁻¹, respectively.